Entry from the Open Molecules 2025 dataset: a structure of composition C26H25CuN7O3S2 in a non-equilibrium geometry (ωB97M-V/def2-TZVPD).

Structure (XYZ):
```
64
Properties=species:S:1:pos:R:3:nbo_charge:R:1
Cu 0.68 -0.54 -0.75 1.25
N 4.80 2.75 3.95 -0.81
C 3.75 2.90 3.03 0.15
C 3.31 1.82 2.28 -0.22
C 2.24 1.95 1.41 -0.18
C 1.59 3.17 1.29 -0.34
C 2.03 4.26 2.03 -0.15
C 3.10 4.13 2.89 -0.29
S 0.22 3.43 0.16 2.33
O 0.63 4.54 -0.68 -0.97
O -0.95 3.65 0.97 -0.97
N 0.19 2.00 -0.56 -0.95
C -0.19 1.79 -1.82 0.59
N -0.82 2.70 -2.59 -0.49
C -1.10 2.36 -3.83 0.12
C -0.80 1.11 -4.38 -0.38
C -0.24 0.20 -3.51 0.13
N 0.06 0.52 -2.26 -0.63
H 5.40 1.97 3.73 0.37
H 5.33 3.59 4.11 0.36
H 3.81 0.86 2.35 0.22
H 1.93 1.11 0.82 0.25
H 1.52 5.21 1.90 0.22
H 3.44 4.98 3.47 0.19
H -1.59 3.12 -4.43 0.18
H -1.02 0.86 -5.40 0.21
H 0.01 -0.81 -3.83 0.22
C -0.55 -5.52 -0.35 -0.62
C 0.16 -4.18 -0.40 -0.07
O 0.24 -3.79 -1.76 -0.74
H -0.77 -5.80 0.68 0.20
H 0.07 -6.29 -0.81 0.20
H -1.49 -5.46 -0.91 0.20
H 1.16 -4.26 0.03 0.17
H -0.40 -3.43 0.18 0.18
H 0.69 -2.94 -1.80 0.48
C -1.41 -0.67 4.26 -0.29
C -0.31 -0.14 3.59 -0.18
C -0.23 -0.18 2.21 -0.26
C -1.25 -0.74 1.43 0.16
C -2.35 -1.28 2.12 -0.23
C -2.43 -1.24 3.50 -0.23
N -1.12 -0.84 0.06 -0.76
C -2.25 -0.77 -0.74 0.26
C -2.42 -1.64 -1.83 -0.28
C -3.52 -1.54 -2.66 -0.21
C -4.50 -0.59 -2.44 -0.27
C -4.35 0.29 -1.36 -0.20
C -3.25 0.20 -0.53 -0.28
H -1.48 -0.64 5.34 0.19
H 0.49 0.32 4.16 0.20
H 0.63 0.25 1.72 0.23
H -3.15 -1.75 1.56 0.20
H -3.30 -1.66 4.00 0.19
H -1.67 -2.40 -2.00 0.23
H -3.62 -2.23 -3.50 0.20
H -5.36 -0.51 -3.09 0.19
H -5.10 1.05 -1.18 0.20
H -3.12 0.92 0.27 0.23
N 3.25 -1.45 0.64 -0.49
C 2.33 -1.13 0.02 -0.28
S 2.90 -0.89 -3.44 -0.45
C 4.51 -1.22 -3.59 0.08
N 5.64 -1.45 -3.73 -0.55
```

* HOMO-LUMO gap (spin up / spin down): 6.7 / 5.2 eV
* energy relative to the best compared isomer or geometry (same formula, charge and spin): 1.0564 eV
* DFT total energy: -4051.7089 a.u.
* total charge: -2
* LUMO level (spin up / spin down): 4.537 / 3.120 eV
* HOMO energy (spin up / spin down): -2.17 / -2.04 eV
* ⟨S²⟩: 0.7565
* largest force on an atom: 1.15 eV/Å
* multiplicity: 2